1.
DFT (the ωB97M-V functional and the def2-TZVPD basis) results for a 7-piece molecular cluster, C54H51Br2N10O14P overall at a distorted geometry.

Results
LUMO in eV: -1.1
E_tot in Ha: -9178.02399
Kohn-Sham gap in eV: 7.6

Geometry as ORCA input:
```
! wB97M-V def2-TZVPD RIJCOSX def2/J DEFGRID3
* xyz 0 1
Br 3.4108 1.9110 0.0515
Br 3.1798 6.6460 4.4027
P 1.9599 5.6572 2.7810
O -6.2785 1.0413 -7.0131
O 4.4318 -2.1492 -6.7345
O -3.0583 -5.0641 -1.6762
O 2.7911 -6.3407 7.8959
O -2.3331 -7.0056 -2.2562
O 7.7014 13.4864 5.3125
O -7.5124 -0.0678 -5.6313
O -2.5396 0.8657 -4.7205
O 9.0149 11.8327 5.7271
O 1.4869 -4.6853 7.4534
O -1.9643 1.7225 -2.8452
O 0.4641 6.3834 2.6718
O 0.3589 -2.8943 4.8194
O 4.9122 -1.1656 -4.8809
N 4.1401 -1.4693 -5.7693
N -2.7864 1.5069 -3.7136
N 0.8817 -1.5765 0.9615
N 1.7391 -5.8727 7.5065
N 0.9599 4.6490 5.6034
N 0.7209 2.3576 5.0533
N -2.2416 -5.7947 -2.2020
N -6.9075 0.0483 -6.6822
N 1.5761 3.0211 2.3492
N 7.9596 12.2991 5.3448
C -4.1402 2.0381 -3.5413
C 0.5436 -0.8413 -6.5677
C -6.2221 -1.0014 -8.7997
C -7.6497 -2.2207 -7.2782
C -7.6524 -3.2978 -8.1499
C -1.2887 -8.5490 6.2801
C -6.9301 -1.0853 -7.6120
C 0.9216 -8.1683 7.1453
C -6.2273 -2.0835 -9.6652
C -0.9037 -3.7965 -2.7367
C -0.2574 -0.5862 6.7959
C -5.0954 1.7768 -4.5103
C 3.3864 -1.6940 1.1118
C -6.9390 -3.2310 -9.3397
C -5.7057 3.3140 -2.2696
C 1.4979 3.9180 3.3124
C 1.2236 1.7510 2.7080
C 4.9601 9.6012 4.0864
C 1.8846 -3.6270 0.1906
C 2.3962 -0.1720 -4.6025
C 6.9220 11.3618 4.8940
C 6.1781 9.1180 4.5457
C 0.4460 -0.9016 3.3311
C 0.0042 -2.3550 3.5637
C 1.8411 -1.3228 -6.6540
C 1.0072 -5.3821 -3.9948
C 0.6931 -6.8047 7.0678
C 1.1783 -4.0060 -3.9179
C -4.4312 2.7965 -2.4181
C 0.8133 1.4563 4.0283
C -1.0591 -5.1709 -2.8113
C -0.1177 -5.9715 -3.4384
C 4.7306 10.9701 4.0256
C 0.5812 2.0798 -0.3731
C 1.7527 -3.1609 4.9264
C 1.9825 -2.2106 0.8046
C -6.6721 3.0689 -3.2382
C 1.6428 1.0719 0.2389
C 5.7147 11.8581 4.4315
C 1.2528 0.7413 1.6739
C -1.5003 -7.1788 6.1982
C 1.0953 0.3071 -4.5254
C 1.0577 3.5673 4.6429
C 0.8805 -0.5700 1.9754
C 0.1709 -0.0244 -5.5082
C -0.5057 -6.2979 6.5942
C -0.8478 1.8220 0.1664
C -0.0077 -0.2274 5.6750
C -0.0785 -9.0429 6.7503
C 7.1679 10.0002 4.9507
C 0.2251 -3.2153 -3.2934
C -6.3700 2.3002 -4.3555
C 0.4252 0.0814 4.3121
C 2.7598 -0.9800 -5.6712
H -7.1209 2.1137 -5.1004
H -3.6812 2.9898 -1.6639
H 3.7003 -0.8986 0.4141
H 8.1145 9.6194 5.3075
H -5.9468 3.9129 -1.4011
H 0.4931 -2.9749 2.7872
H -0.2476 -7.0430 -3.4967
H 1.7521 -5.9952 -4.4851
H -0.9759 2.3058 1.1527
H 2.7304 -4.2258 0.5636
H -0.8449 0.3592 -5.4434
H 0.5533 1.8739 -1.4563
H 0.1896 4.3568 6.2099
H -0.2036 5.7647 3.0092
H 5.5309 12.9223 4.3854
H -0.7237 -0.9724 7.6873
H -5.6670 -0.1103 -9.0567
H -8.2080 -4.1920 -7.9004
H 6.3548 8.0508 4.5906
H -5.6736 -2.0339 -10.5935
H -4.8612 1.1849 -5.3791
H 0.9062 3.1076 -0.1695
H -6.9368 -4.0771 -10.0156
H -1.6258 2.2600 -0.4789
H -0.6746 -5.2310 6.5308
H 4.1878 8.9057 3.7765
H -1.6438 -3.1763 -2.2505
H -7.6665 3.4821 -3.1226
H -1.0874 0.7520 0.2805
H 3.5407 -1.3673 2.1515
H -8.2036 -2.2779 -6.3517
H 0.9213 -4.0487 0.5014
H 1.6242 0.2038 -0.4244
H 1.9520 -3.5029 -0.9064
H 1.9531 -4.2003 4.6101
H -0.1788 -1.1007 -7.3308
H 2.1192 -1.9553 -7.4857
H 2.0610 -3.5463 -4.3457
H 4.0994 -2.5212 0.9390
H 2.3724 -2.4330 4.3689
H 3.7817 11.3446 3.6647
H -2.0702 -9.2348 5.9769
H 0.0841 -10.1109 6.8114
H -1.0820 -2.5008 3.4235
H -2.4427 -6.7969 5.8283
H 3.1117 0.0911 -3.8350
H 1.7850 4.5568 6.1999
H 0.3658 -2.1434 -3.2381
H 1.8620 -8.5562 7.5105
H 2.0165 -3.0402 5.9862
H 0.8008 0.9440 -3.7002
*
```

Here are the Mulliken charges for atoms 1 to 99, given in e: -0.104 -0.153 0.275 -0.609 -0.623 -0.608 -0.611 -0.616 -0.605 -0.576 -0.687 -0.602 -0.612 -0.574 -0.470 -0.197 -0.619 1.092 0.989 -0.666 1.057 -0.547 -0.737 1.032 1.094 0.120 1.002 -0.221 -0.466 -0.272 -0.243 -0.499 -0.372 0.060 -0.389 -0.559 -0.441 -0.003 -0.168 -1.311 -0.394 -0.577 -0.284 0.554 -0.091 -1.207 -0.255 -0.008 -0.310 0.043 -0.505 -0.298 -0.623 -0.003 -0.332 -0.188 -0.257 -0.111 -0.375 -0.683 -0.228 -0.667 0.903 -0.715 -1.511 -0.281 0.873 -0.596 -0.242 0.533 -0.186 -0.388 -0.125 -0.472 -1.251 -0.436 -0.314 -0.207 -0.190 1.543 -0.392 0.426 0.316 0.079 0.435 0.397 0.184 0.489 0.424 0.303 0.462 0.553 0.069 0.363 0.351 0.438 0.459 0.437 0.371

2.
DFT (the ωB97M-V functional and the def2-TZVPD basis) results for one molecule with the formula C4H4O3.

Results
LUMO in eV: 0.4
E_tot in Ha: -380.46223
Kohn-Sham gap in eV: 10.6

Geometry as ORCA input:
```
! wB97M-V def2-TZVPD RIJCOSX def2/J DEFGRID3
* xyz 0 1
O 1.8712 1.3833 -0.3273
O -1.4336 1.5657 0.9805
O -0.5807 -1.1849 -0.7435
C 1.3782 0.3029 -0.5369
C -0.9683 1.1667 -0.0549
C -0.0318 -0.0218 -0.1410
C -0.3002 -1.2269 0.6482
H -1.1664 -1.2188 1.3074
H -1.2091 1.6365 -1.0279
H 1.9198 -0.5217 -1.0441
H 0.5210 -1.8811 0.9396
*
```

Atomic charges from the Mulliken analysis, expressed in e, are listed below: -0.458 -0.429 -0.444 -0.186 -0.200 1.075 -0.536 0.240 0.330 0.348 0.260

Question: Which value of E_tot does entry 2 give?
Answer: -380.46223 Ha